1.
Molecular formula: C3H14NO2
Method: DFT, ωB97M-V/def2-TZVPD

Geometry as XYZ:
```
20
Properties=species:S:1:pos:R:3
C 0.212 0.341 2.441
C 0.647 0.777 1.034
N -0.318 0.193 0.049
C -0.416 -1.289 0.268
H 0.336 1.140 3.155
H -0.798 0.125 2.658
H 0.888 -0.507 2.699
H 0.892 1.853 0.963
H 1.635 0.139 0.857
H 0.046 0.431 -0.981
H -1.274 0.578 0.138
H 0.408 -1.876 0.560
H -1.116 -1.741 -0.528
H -0.929 -1.713 1.077
H -1.747 1.282 -2.297
H -1.158 -0.229 -2.918
O -1.482 0.324 -2.166
H 1.658 0.842 -2.531
H 1.357 -0.762 -2.505
O 1.160 0.090 -1.972
```

Calculated values
- charge = +1
- energy relative to the best compared isomer or geometry (same formula, charge and spin) (kJ/mol) = 278.4

Here are the Mulliken charges for atoms 1 to 4, given in e:
1. C -1.1263
2. C -0.4727
3. N -0.1264
4. C -1.1907

2.
Molecular formula: C46H124N4O14
Method: DFT, ωB97M-V/def2-TZVPD

Geometry as XYZ:
```
188
Properties=species:S:1:pos:R:3
C 17.423 12.066 14.468
C 17.271 11.775 13.032
C 18.543 11.228 12.446
O 16.244 10.796 12.899
H 17.699 11.165 15.020
H 16.471 12.404 14.849
H 18.153 12.874 14.581
H 17.080 12.695 12.472
H 18.816 10.319 13.009
H 19.448 11.844 12.545
H 18.385 10.980 11.417
H 16.038 10.738 11.958
C 12.242 24.676 13.048
C 12.280 24.182 14.522
C 11.086 24.753 15.352
O 12.165 22.682 14.508
H 12.399 25.718 12.815
H 11.254 24.371 12.680
H 12.990 24.035 12.564
H 13.253 24.400 14.958
H 11.305 25.735 15.752
H 10.990 24.104 16.190
H 10.111 24.778 14.875
H 12.958 22.357 14.016
C 8.972 22.074 12.493
C 9.060 21.324 13.798
C 8.071 20.221 13.917
O 10.369 20.793 13.997
H 9.432 21.488 11.710
H 9.559 22.967 12.679
H 7.966 22.332 12.181
H 8.918 22.027 14.646
H 8.319 19.676 14.833
H 8.167 19.580 13.061
H 7.049 20.576 14.026
H 10.996 21.514 14.006
C 19.075 13.996 9.200
C 17.579 14.348 9.012
C 17.016 14.067 7.638
O 16.845 13.648 10.047
H 19.151 12.921 9.029
H 19.458 14.191 10.199
H 19.615 14.579 8.475
H 17.501 15.453 9.179
H 17.251 13.020 7.381
H 17.439 14.711 6.872
H 15.953 14.258 7.672
H 15.888 13.629 9.888
C 16.511 17.074 19.438
C 16.494 16.286 18.197
C 16.577 17.239 17.038
O 17.547 15.242 18.135
H 16.481 16.454 20.326
H 15.631 17.731 19.451
H 17.403 17.759 19.472
H 15.571 15.703 18.148
H 16.331 16.654 16.154
H 17.613 17.575 16.950
H 15.821 18.016 17.127
H 18.388 15.653 17.978
C 8.734 17.521 9.860
C 9.892 18.104 9.070
C 10.625 16.912 8.461
O 9.427 19.025 8.036
H 9.135 16.943 10.714
H 8.169 16.830 9.244
H 8.093 18.288 10.286
H 10.585 18.702 9.655
H 9.954 16.350 7.816
H 10.998 16.229 9.201
H 11.471 17.297 7.874
H 8.653 18.640 7.611
C 13.552 13.454 16.650
C 12.900 12.354 17.409
C 13.112 10.962 16.832
O 13.469 12.311 18.764
H 13.169 13.570 15.654
H 14.611 13.236 16.587
H 13.406 14.436 17.144
H 11.830 12.518 17.533
H 14.178 10.750 16.669
H 12.534 10.856 15.922
H 12.719 10.227 17.506
H 13.720 13.225 18.961
C 15.487 19.613 9.438
C 16.148 18.220 9.443
C 15.341 17.323 10.332
O 16.333 17.652 8.142
H 14.690 19.590 8.691
H 16.217 20.318 9.032
H 15.076 19.923 10.392
H 17.170 18.289 9.795
H 15.818 16.324 10.450
H 14.359 17.208 9.847
H 15.137 17.779 11.302
H 15.523 17.771 7.588
C 18.709 15.208 12.989
C 19.091 16.670 12.887
C 17.908 17.607 13.048
O 20.074 17.033 13.970
H 17.984 14.985 12.202
H 18.320 15.008 14.020
H 19.563 14.559 12.828
H 19.631 16.913 11.949
H 17.174 17.552 12.270
H 18.291 18.621 13.111
H 17.482 17.495 14.026
H 20.666 16.279 14.067
C 15.680 21.785 12.541
C 15.184 20.566 13.346
C 16.010 20.416 14.588
O 13.792 20.720 13.619
H 15.519 22.688 13.174
H 15.090 21.940 11.595
H 16.768 21.719 12.329
H 15.252 19.720 12.676
H 15.934 21.321 15.210
H 17.052 20.169 14.382
H 15.597 19.522 15.110
H 13.313 19.862 13.872
C 7.769 15.932 14.805
C 8.557 15.480 16.032
C 9.910 14.972 15.617
O 9.825 14.114 14.469
C 11.022 13.390 14.222
N 8.757 16.488 17.036
H 7.390 15.105 14.177
H 8.463 16.476 14.146
H 6.982 16.659 15.087
H 7.975 14.636 16.451
H 10.372 14.412 16.428
H 10.502 15.868 15.439
H 11.824 14.086 14.088
H 10.905 12.726 13.359
H 11.184 12.753 15.123
H 7.911 16.641 17.562
H 9.144 17.368 16.744
C 14.251 9.174 9.683
C 14.715 10.608 9.459
C 13.771 11.636 9.991
O 14.036 12.962 9.592
C 13.115 13.886 10.160
N 16.065 10.786 9.999
H 13.275 8.877 9.362
H 14.204 9.005 10.759
H 15.050 8.604 9.201
H 14.728 10.797 8.396
H 13.731 11.546 11.094
H 12.791 11.394 9.647
H 13.525 14.861 9.890
H 13.060 13.891 11.257
H 12.113 13.794 9.728
H 16.390 11.746 9.809
H 16.784 10.231 9.531
C 12.005 17.821 11.963
C 12.249 17.405 13.410
C 13.549 16.669 13.696
O 13.763 15.589 12.840
C 15.015 14.948 13.194
N 12.277 18.566 14.251
H 11.806 17.024 11.234
H 12.867 18.403 11.580
H 11.102 18.386 11.977
H 11.435 16.727 13.758
H 13.468 16.309 14.748
H 14.341 17.424 13.644
H 14.940 14.702 14.243
H 15.841 15.643 13.020
H 15.199 14.057 12.584
H 12.318 18.322 15.239
H 11.445 19.117 14.108
C 10.811 20.990 17.679
C 12.200 20.660 18.105
C 12.324 19.135 18.466
O 11.925 18.289 17.342
C 12.428 17.008 17.607
N 13.180 21.112 17.120
H 10.705 22.060 17.560
H 10.041 20.669 18.405
H 10.687 20.412 16.714
H 12.342 21.184 19.077
H 11.611 18.978 19.258
H 13.319 18.935 18.860
H 12.186 16.337 16.762
H 12.003 16.645 18.537
H 13.514 17.117 17.679
H 13.735 20.383 16.708
H 12.768 21.607 16.314
```

Calculated values
- energy relative to the best compared isomer or geometry (same formula, charge and spin) (kJ/mol) = 28.6

Here are the Mulliken charges for atoms 1 to 4, given in e:
1. C -1.4023
2. C 2.7679
3. C -1.5965
4. O -0.7126

3.
Molecular formula: C22H24IN4NaO3
Method: DFT, ωB97M-V/def2-TZVPD

Geometry as XYZ:
```
55
Properties=species:S:1:pos:R:3
Na -0.251 0.998 -0.866
O -0.939 0.954 1.077
C -2.089 0.964 1.564
C -2.433 0.108 2.665
C -3.626 0.179 3.320
C -4.609 1.092 2.917
C -4.369 1.874 1.811
C -3.158 1.830 1.117
C -3.002 2.640 -0.046
N -1.961 2.659 -0.769
C -1.870 3.497 -1.907
C -0.570 4.317 -1.828
N 0.527 3.458 -1.548
C 1.028 3.506 -0.380
C 2.046 2.662 0.154
C 2.555 2.986 1.412
C 3.540 2.251 2.031
C 4.042 1.124 1.372
C 3.549 0.754 0.152
C 2.509 1.476 -0.534
O 2.077 1.093 -1.641
H -1.684 -0.617 2.955
H -3.827 -0.482 4.160
H -5.550 1.156 3.449
H -5.149 2.546 1.454
H -3.878 3.285 -0.310
H -2.740 4.187 -1.999
H -1.816 2.864 -2.798
H -0.704 5.090 -1.041
H -0.403 4.821 -2.790
H 0.681 4.297 0.321
H 2.157 3.865 1.915
H 3.916 2.524 3.011
H 4.830 0.537 1.841
H 3.935 -0.130 -0.344
N 0.338 -1.167 -0.855
C 0.850 -2.188 -0.844
N 1.379 -3.402 -0.827
C 2.137 -3.859 -1.970
C 2.133 -5.390 -1.952
O 2.629 -5.906 -0.732
C 1.864 -5.431 0.358
C 1.882 -3.904 0.432
H 3.177 -3.497 -1.926
H 1.666 -3.485 -2.879
H 2.781 -5.794 -2.732
H 1.105 -5.746 -2.112
H 2.306 -5.876 1.252
H 0.824 -5.771 0.255
H 2.913 -3.560 0.613
H 1.241 -3.546 1.238
I -3.245 -2.608 -3.213
C -2.633 -1.024 -1.696
H -2.497 -1.668 -0.799
H -3.618 -0.542 -1.507
```

Calculated values
- charge = -2
- energy relative to the best compared isomer or geometry (same formula, charge and spin) (kJ/mol) = 59.7

Here are the Mulliken charges for atoms 1 to 4, given in e:
1. Na 0.7264
2. O -0.5777
3. C 0.0849
4. C -0.5416

How do the records compare in Kohn-Sham gap? In the order shown, they have 0.4441; 0.3458; 0.1584 Eh.
How do the records compare in energy? In the order shown, they have -327.61655; -3099.29938; -1757.42542 Ha.